Record 1
DFT (ωB97M-V/def2-TZVPD) results for a molecular structure, C25H16BrMnN2O2S2 in a non-equilibrium geometry.

Calculated values
F_max (eV/A): 2.3
<S²>: 4.112
Energy above the lowest of the compared OMol25 structures with the same formula, charge and spin (eV): 0.000
Spin multiplicity: 4
Net charge: +1
Frontier orbital gap (alpha / beta) (eV): 5.903 / 7.107
Lowest unoccupied orbital energy (alpha / beta) (eV): -5.3 / -4.3

The geometry in XYZ format:
```
49
C25H16BrMnN2O2S2 | the OMol25 dataset | ωB97M-V/def2-TZVPD
Mn 0.21 0.46 -0.10
S -2.80 3.15 1.76
C -2.86 3.40 0.03
C -3.81 4.07 -0.73
C -3.63 4.12 -2.10
C -2.51 3.54 -2.70
C -1.58 2.85 -1.95
C -1.78 2.75 -0.58
N -1.01 2.02 0.30
C -1.43 2.13 1.55
C -0.77 1.27 2.51
C -0.90 1.33 3.90
C -0.23 0.40 4.67
C 0.54 -0.59 4.07
C 0.66 -0.65 2.69
C 0.02 0.28 1.88
H -4.67 4.52 -0.26
H -4.37 4.62 -2.71
H -2.38 3.63 -3.77
H -0.72 2.37 -2.41
H -1.49 2.11 4.35
H -0.32 0.44 5.75
H 1.04 -1.32 4.68
H 1.26 -1.45 2.25
Br 6.72 -2.86 -0.19
C 5.79 -1.30 -0.71
C 6.46 -0.26 -1.36
N 5.85 0.85 -1.71
C 4.58 1.02 -1.45
C 3.82 0.03 -0.81
C 4.44 -1.16 -0.45
C 2.40 0.23 -0.49
O 1.92 1.38 -0.28
O 1.62 -0.76 -0.37
H 7.52 -0.32 -1.59
H 4.14 1.96 -1.76
H 3.87 -1.94 0.04
S -1.66 -0.51 -0.75
C -1.92 -2.23 -0.84
C -0.92 -3.14 -0.47
C -1.15 -4.49 -0.65
C -2.36 -4.94 -1.18
C -3.36 -4.03 -1.50
C -3.15 -2.68 -1.33
H 0.01 -2.76 -0.07
H -0.38 -5.20 -0.38
H -2.51 -5.99 -1.33
H -4.30 -4.38 -1.90
H -3.91 -1.95 -1.56
```

The molecule's Mulliken atomic charges, reported in e, are given here: Mn -0.286; S -0.234; C 0.630; C -0.602; C -0.545; C -0.698; C -0.326; C 0.053; N -0.044; C 0.709; C 0.704; C -0.895; C -0.624; C -0.740; C 0.155; C 0.359; H 0.428; H 0.408; H 0.409; H 0.345; H 0.447; H 0.419; H 0.431; H 0.440; Br -0.135; C -0.156; C -0.109; N -0.573; C -0.261; C 0.001; C -0.277; C 1.275; O -0.644; O -0.580; H 0.410; H 0.463; H 0.522; S 0.019; C 0.939; C -0.282; C -0.678; C -0.447; C -0.615; C -0.699; H 0.287; H 0.405; H 0.394; H 0.381; H 0.418


Record 2
DFT (ωB97M-V/def2-TZVPD) results for a molecular structure, C20H44GdNOP3Se in a non-equilibrium geometry.

Calculated values
F_max (eV/A): 2.2
<S²>: 16.343
Energy above the lowest of the compared OMol25 structures with the same formula, charge and spin (eV): 1.600
Spin multiplicity: 8
Net charge: +3
Frontier orbital gap (alpha / beta) (eV): 2.913 / 2.749
Lowest unoccupied orbital energy (alpha / beta) (eV): -12.7 / -12.9

The geometry in XYZ format:
```
71
C20H44GdNOP3Se | the OMol25 dataset | ωB97M-V/def2-TZVPD
Gd -0.40 0.14 -0.33
P 2.00 0.45 1.41
P 1.53 -0.90 -2.09
P -1.73 0.07 2.12
H -5.60 -6.75 -3.98
C -6.45 -6.19 -3.56
C -7.14 -5.32 -4.30
H -6.90 -5.12 -5.35
C 2.82 -0.95 2.25
C 3.44 1.20 0.58
C 1.83 1.61 2.81
C 0.41 -1.67 -3.33
C 2.54 0.21 -3.13
C 2.68 -2.26 -1.69
C -3.37 -0.49 1.52
C -2.08 1.71 2.86
C -1.37 -1.01 3.55
H -6.73 -6.43 -2.53
H -8.02 -4.79 -3.89
H 3.73 -0.60 2.75
H 3.06 -1.73 1.52
H 2.13 -1.38 2.98
H 4.19 1.49 1.33
H 3.12 2.09 0.02
H 3.87 0.49 -0.14
H 2.81 1.76 3.29
H 1.11 1.22 3.53
H 1.46 2.57 2.44
H 0.93 -1.78 -4.30
H -0.48 -1.05 -3.46
H 0.06 -2.65 -2.97
H 3.40 -0.32 -3.58
H 2.92 1.03 -2.49
H 1.91 0.66 -3.91
H 3.29 -2.55 -2.57
H 2.12 -3.12 -1.30
H 3.36 -1.94 -0.88
H -4.15 -0.27 2.27
H -3.34 -1.56 1.29
H -3.60 0.03 0.58
H -2.81 1.64 3.69
H -2.47 2.37 2.07
H -1.13 2.15 3.21
H -2.03 -0.79 4.41
H -0.32 -0.89 3.85
H -1.49 -2.06 3.25
C -1.57 -3.57 -0.22
C -2.35 -3.05 -1.27
C -3.38 -3.79 -1.82
C -3.65 -5.08 -1.33
C -2.87 -5.62 -0.29
C -1.84 -4.88 0.26
Se -0.15 -2.58 0.55
H -1.89 0.02 -1.44
H -2.13 -2.05 -1.66
H -3.99 -3.36 -2.62
H -4.46 -5.66 -1.77
H -3.09 -6.62 0.08
H -1.21 -5.27 1.07
C -0.69 5.03 -0.41
N 0.34 4.39 -1.24
C 1.16 5.19 -2.14
C 0.47 3.08 -1.24
O -0.29 2.32 -0.53
H -0.64 6.09 -0.63
H -0.49 4.87 0.66
H -1.69 4.65 -0.65
H 2.23 5.08 -1.89
H 1.01 4.86 -3.18
H 0.85 6.24 -2.03
H 1.26 2.64 -1.87
```

The molecule's Mulliken atomic charges, reported in e, are given here: Gd -0.326; P 0.886; P 0.965; P 0.795; H 0.294; C -0.585; C -0.429; H 0.249; C -1.302; C -1.076; C -1.172; C -1.209; C -1.357; C -1.189; C -1.116; C -1.157; C -1.036; H 0.267; H 0.249; H 0.467; H 0.294; H 0.320; H 0.491; H 0.254; H 0.287; H 0.505; H 0.294; H 0.329; H 0.459; H 0.380; H 0.305; H 0.464; H 0.299; H 0.439; H 0.485; H 0.305; H 0.271; H 0.463; H 0.267; H 0.367; H 0.478; H 0.331; H 0.296; H 0.449; H 0.262; H 0.319; C 0.720; C 0.028; C -0.916; C 0.034; C -0.798; C -0.425; Se 0.331; H -0.016; H 0.250; H 0.477; H 0.252; H 0.442; H 0.500; C -0.732; N 0.155; C -0.777; C 0.023; O -0.385; H 0.306; H 0.258; H 0.317; H 0.340; H 0.354; H 0.257; H 0.376


Record 3
DFT (ωB97M-V/def2-TZVPD) results for C3H4N2O7 in the gas phase in a non-equilibrium geometry.

Calculated values
F_max (eV/A): 3.3
Energy above the lowest of the compared OMol25 structures with the same formula, charge and spin (eV): 2.974
Net charge: 0
Frontier orbital gap (alpha / beta) (eV): 7.127 / 7.895
Lowest unoccupied orbital energy (alpha / beta) (eV): -1.7 / -1.1

The geometry in XYZ format:
```
16
C3H4N2O7 | the OMol25 dataset | ωB97M-V/def2-TZVPD
C 1.47 -0.07 0.25
C 0.51 -1.21 -0.26
C -0.63 0.76 -0.53
N -0.21 -1.84 0.93
N -1.47 1.20 0.48
O 0.21 -1.60 2.06
O -1.90 0.42 1.36
O -1.07 -2.63 0.63
O -1.62 2.41 0.50
O -0.63 -0.53 -1.05
O 2.18 0.52 -0.70
O -0.37 1.69 -1.42
H 1.64 0.06 1.34
H 1.02 -1.96 -0.95
H 1.76 0.26 -1.60
H -0.89 2.52 -1.05
```

The molecule's Mulliken atomic charges, reported in e, are given here: C -0.230; C -0.069; C 0.225; N 1.084; N 1.051; O -0.552; O -0.581; O -0.558; O -0.735; O -0.354; O -0.482; O -0.447; H 0.445; H 0.317; H 0.414; H 0.472


Record 4
DFT (ωB97M-V/def2-TZVPD) results for 3 unconnected molecules or ions with the total composition C24H50NO8PS2 in a non-equilibrium geometry.

Calculated values
F_max (eV/A): 7.4
SMILES string: CC(=O)N(C(C)=O)[C@@H]1[C@@H](CP(=O)(O)O)[C@H](CCCS)COS1(=O)=O.CCCCCC.CCCCCC
Net charge: 0
Frontier orbital gap (eV): 9.012
Lowest unoccupied orbital energy (eV): -0.3

The geometry in XYZ format:
```
86
C24H50NO8PS2 | the OMol25 dataset | ωB97M-V/def2-TZVPD
C 0.68 -1.55 1.87
C 1.19 -1.54 0.37
O 1.45 -2.66 -0.15
N 1.40 -0.34 -0.48
C 2.59 -0.46 -1.36
C 3.95 0.24 -0.82
O 2.64 -1.04 -2.45
C 0.18 0.11 -1.19
C -0.75 1.12 -0.32
C 0.06 2.53 -0.27
P 1.21 2.71 1.22
O 0.90 4.08 1.88
O 1.01 1.54 2.42
O 2.80 2.84 0.62
C -2.16 1.33 -1.07
C -3.42 0.68 -0.31
C -3.46 1.02 1.27
C -3.19 -0.38 2.05
S -4.81 -1.31 2.25
C -2.11 0.95 -2.64
O -2.05 -0.47 -2.90
S -0.87 -1.23 -1.92
O -1.64 -2.04 -0.91
O -0.14 -2.16 -2.83
H 1.46 -0.98 2.50
H -0.37 -1.08 1.96
H 0.64 -2.61 2.33
H 3.80 0.47 0.30
H 4.11 1.21 -1.41
H 4.85 -0.46 -0.88
H 0.55 0.75 -2.08
H -0.82 0.67 0.72
H 0.69 2.70 -1.22
H -0.65 3.44 -0.23
H 0.10 1.60 2.80
H 2.73 2.76 -0.37
H -2.36 2.47 -1.05
H -4.35 1.22 -0.75
H -3.58 -0.43 -0.53
H -2.63 1.76 1.55
H -4.44 1.50 1.61
H -2.81 -0.18 3.11
H -2.49 -1.08 1.48
H -4.39 -2.62 2.55
H -1.22 1.54 -3.07
H -3.05 1.41 -3.11
C 1.30 -4.64 4.96
C 1.05 -5.54 3.75
C -0.43 -5.86 3.54
C -1.10 -6.64 4.67
C -0.45 -7.98 5.02
C -0.49 -8.98 3.87
H 0.98 -5.11 5.89
H 2.36 -4.42 5.05
H 0.76 -3.69 4.85
H 1.63 -6.46 3.85
H 1.43 -5.03 2.86
H -0.54 -6.42 2.60
H -0.98 -4.92 3.39
H -2.15 -6.81 4.40
H -1.13 -6.02 5.57
H -0.98 -8.41 5.87
H 0.58 -7.83 5.35
H -1.51 -9.18 3.56
H -0.04 -9.92 4.18
H 0.07 -8.62 3.01
C -0.91 4.42 -3.36
C -0.02 4.46 -4.60
C 1.46 4.67 -4.28
C 1.79 6.00 -3.60
C 1.36 7.26 -4.37
C 2.06 7.40 -5.72
H -0.88 5.37 -2.82
H -1.95 4.24 -3.65
H -0.60 3.63 -2.69
H -0.38 5.23 -5.29
H -0.13 3.51 -5.13
H 2.03 4.59 -5.21
H 1.80 3.86 -3.63
H 2.87 6.04 -3.42
H 1.33 6.03 -2.60
H 1.61 8.13 -3.76
H 0.28 7.27 -4.51
H 3.14 7.43 -5.59
H 1.74 8.32 -6.21
H 1.81 6.57 -6.38
```

The molecule's Mulliken atomic charges, reported in e, are given here: C 0.074; C 0.201; O -0.541; N 0.848; C 0.549; C -1.010; O -0.435; C -1.627; C 1.563; C -0.222; P 1.157; O -0.774; O -0.462; O -0.522; C -0.100; C -0.894; C -0.694; C -0.385; S -0.247; C -0.568; O -0.419; S 1.193; O -0.593; O -0.646; H 0.265; H -0.376; H -0.163; H 0.301; H 0.194; H 0.358; H 0.694; H -0.499; H -0.491; H 0.488; H 0.320; H 0.288; H 0.571; H 0.446; H 0.320; H 0.229; H 0.437; H 0.333; H 0.130; H 0.135; H 0.161; H 0.440; C -1.242; C -0.506; C -0.486; C -0.792; C -0.350; C -1.177; H 0.376; H 0.362; H 0.266; H 0.390; H 0.349; H 0.352; H 0.264; H 0.380; H 0.308; H 0.354; H 0.231; H 0.290; H 0.374; H 0.284; C -0.780; C -0.530; C -0.570; C -0.587; C -0.477; C -1.215; H 0.433; H 0.406; H -0.204; H 0.300; H 0.364; H 0.404; H 0.135; H 0.422; H 0.243; H 0.397; H 0.241; H 0.293; H 0.386; H 0.286


Record 5
DFT (ωB97M-V/def2-TZVPD) results for C14H19N3OS in the gas phase.

Calculated values
F_max (eV/A): 0.9
SMILES string: CCCc1nc(SCc2ccc(OCC)cc2)n[nH]1
Energy above the lowest of the compared OMol25 structures with the same formula, charge and spin (eV): 1.442
Net charge: 0
Frontier orbital gap (eV): 8.747
Lowest unoccupied orbital energy (eV): 0.7

The geometry in XYZ format:
```
38
C14H19N3OS | the OMol25 dataset | ωB97M-V/def2-TZVPD
C -3.78 -3.40 2.87
C -2.36 -3.38 3.41
C -1.70 -2.01 3.21
C -1.45 -1.75 1.78
N -2.28 -1.22 0.91
C -1.60 -1.24 -0.26
S -2.31 -0.67 -1.73
C -0.84 -0.73 -2.83
C 0.08 0.42 -2.57
C 1.28 0.24 -1.91
C 2.13 1.31 -1.65
C 1.77 2.59 -2.05
O 2.52 3.72 -1.87
C 3.71 3.66 -1.13
C 3.47 3.60 0.38
C 0.56 2.78 -2.71
C -0.28 1.71 -2.97
N -0.39 -1.75 -0.16
N -0.30 -2.07 1.14
H -3.79 -3.09 1.82
H -4.20 -4.40 2.94
H -4.41 -2.72 3.43
H -1.76 -4.15 2.91
H -2.37 -3.61 4.48
H -0.75 -1.97 3.75
H -2.36 -1.23 3.59
H -1.26 -0.69 -3.84
H -0.35 -1.68 -2.66
H 1.56 -0.75 -1.59
H 3.05 1.12 -1.13
H 4.34 2.82 -1.45
H 4.23 4.59 -1.38
H 2.92 2.70 0.64
H 2.88 4.46 0.69
H 4.41 3.61 0.91
H 0.29 3.78 -3.02
H -1.22 1.87 -3.47
H 0.55 -2.49 1.51
```

The molecule's Mulliken atomic charges, reported in e, are given here: C -1.115; C -0.369; C -0.712; C 0.639; N -0.568; C 0.342; S -0.192; C -1.258; C 0.359; C -0.651; C -0.120; C 0.853; O -0.458; C -0.429; C -1.017; C -0.658; C -0.549; N -0.481; N -0.032; H 0.327; H 0.342; H 0.291; H 0.313; H 0.312; H 0.298; H 0.284; H 0.544; H 0.406; H 0.337; H 0.339; H 0.332; H 0.315; H 0.336; H 0.298; H 0.349; H 0.409; H 0.363; H 0.219


Record 6
DFT (ωB97M-V/def2-TZVPD) results for 2 unconnected molecules or ions with the total composition C2ClF2NO3 in a non-equilibrium geometry.

Calculated values
F_max (eV/A): 5.7
Energy above the lowest of the compared OMol25 structures with the same formula, charge and spin (eV): 2.694
Net charge: 0
Frontier orbital gap (eV): 7.965
Lowest unoccupied orbital energy (eV): -2.0

The geometry in XYZ format:
```
9
C2ClF2NO3 | the OMol25 dataset | ωB97M-V/def2-TZVPD
C -1.85 -0.34 0.62
C 0.28 0.69 0.45
N 0.95 -0.01 -0.51
O 0.58 0.32 -1.62
O -2.37 -0.31 1.67
O 1.76 -0.91 -0.26
F -0.26 1.78 -0.05
F 0.93 0.88 1.64
Cl -2.28 -0.38 -1.00
```

The molecule's Mulliken atomic charges, reported in e, are given here: C 0.504; C 0.303; N 0.904; O -0.491; O -0.272; O -0.569; F -0.185; F -0.221; Cl 0.028


Record 7
DFT (ωB97M-V/def2-TZVPD) results for 2 unconnected molecules or ions with the total composition C2H6ClN2 in a non-equilibrium geometry.

Calculated values
F_max (eV/A): 3.6
Energy above the lowest of the compared OMol25 structures with the same formula, charge and spin (eV): 2.570
Net charge: +1
Frontier orbital gap (eV): 9.089
Lowest unoccupied orbital energy (eV): -6.0

The geometry in XYZ format:
```
11
C2H6ClN2 | the OMol25 dataset | ωB97M-V/def2-TZVPD
C 0.88 -0.27 -0.21
C -1.75 1.09 0.82
N 1.77 -1.01 -0.85
N -0.38 -0.50 -0.17
Cl 1.52 1.07 0.64
H -1.56 0.77 1.83
H -2.63 0.74 0.33
H -1.23 1.95 0.43
H 1.50 -1.83 -1.38
H 2.75 -0.79 -0.80
H -0.87 -1.23 -0.65
```

The molecule's Mulliken atomic charges, reported in e, are given here: C 0.783; C -0.358; N -0.379; N -0.500; Cl -0.130; H 0.329; H 0.278; H 0.323; H 0.217; H 0.211; H 0.225


Record 8
DFT (ωB97M-V/def2-TZVPD) results for 2 unconnected molecules or ions with the total composition C6H13NO in a non-equilibrium geometry.

Calculated values
F_max (eV/A): 1.1
SMILES string: C=C/C(C)=C(\C)N.O
Energy above the lowest of the compared OMol25 structures with the same formula, charge and spin (eV): 1.643
Net charge: 0
Frontier orbital gap (eV): 8.486
Lowest unoccupied orbital energy (eV): 0.8

The geometry in XYZ format:
```
21
C6H13NO | the OMol25 dataset | ωB97M-V/def2-TZVPD
C 0.31 0.99 -2.40
C -0.35 0.45 -1.37
C 0.02 0.65 0.04
C 1.22 1.50 0.34
C -0.66 -0.03 1.00
C -1.64 -1.15 0.78
N -0.44 0.21 2.35
H 0.00 0.91 -3.43
H 1.17 1.58 -2.24
H -1.33 0.05 -1.56
H 2.06 1.22 -0.31
H 1.65 1.39 1.34
H 0.96 2.55 0.18
H -1.21 -2.15 0.86
H -2.12 -1.10 -0.19
H -2.42 -1.04 1.54
H 0.44 0.61 2.60
H -0.97 -0.27 3.05
O 1.24 -2.07 -0.97
H 1.06 -1.80 -0.06
H 1.11 -1.27 -1.49
```

The molecule's Mulliken atomic charges, reported in e, are given here: C -0.780; C -0.669; C 0.892; C -1.632; C 0.790; C -1.301; N -0.434; H 0.284; H 0.239; H 0.125; H 0.351; H 0.437; H 0.335; H 0.296; H 0.301; H 0.422; H 0.136; H 0.173; O -0.667; H 0.319; H 0.382